The following is a quantum chemistry calculation of a molecular structure, C22H14F3N4O4PdSe in a non-equilibrium geometry, from the OMol25 dataset.

Atoms and positions in Å:
Pd: 0.238 -0.426 -1.165
O: 2.329 -0.317 -1.433
C: 2.986 0.778 -1.251
C: 4.408 0.693 -1.187
C: 5.211 1.795 -1.043
C: 4.655 3.077 -0.940
C: 3.287 3.196 -0.979
C: 2.422 2.096 -1.123
C: 1.009 2.431 -1.128
N: 0.044 1.602 -1.184
N: -1.253 2.099 -1.129
C: -2.126 1.113 -1.192
O: -1.874 -0.135 -1.283
C: -3.566 1.516 -1.136
C: -4.536 0.523 -1.068
C: -5.881 0.863 -0.991
C: -6.264 2.198 -0.984
C: -5.296 3.192 -1.060
C: -3.953 2.854 -1.135
H: 4.830 -0.302 -1.268
H: 6.288 1.670 -1.006
H: 5.284 3.951 -0.830
H: 2.838 4.181 -0.889
H: 0.742 3.489 -1.060
H: -4.214 -0.509 -1.069
H: -6.631 0.085 -0.931
H: -7.312 2.464 -0.917
H: -5.591 4.235 -1.057
H: -3.186 3.614 -1.192
Se: -0.449 0.800 2.051
N: 0.706 -0.125 1.086
C: 1.182 -1.082 1.849
C: 2.089 -2.095 1.399
C: 2.494 -3.021 2.292
C: 2.052 -3.005 3.663
C: 1.201 -2.065 4.128
C: 0.721 -1.068 3.217
N: -0.134 -0.112 3.528
H: 2.400 -2.100 0.362
H: 3.166 -3.805 1.966
H: 2.407 -3.775 4.337
H: 0.866 -2.050 5.156
F: -0.668 -5.234 0.701
C: -0.561 -4.670 -0.509
F: -1.666 -5.018 -1.199
F: 0.475 -5.264 -1.119
C: -0.430 -3.123 -0.429
O: -0.967 -2.590 0.533
O: 0.227 -2.621 -1.385

Values from the calculation:
⟨S²⟩ = 2.006
Spin multiplicity = 3
Total charge = -1
ΔE to the lowest compared entry with this formula, charge and spin = 0.000 eV
HOMO-LUMO gap (spin up / spin down) = 6.16 / 6.18 eV